Entry 1:
{"formula": "C47H38N5PdS3", "method": "ωB97M-V/def2-TZVPD", "orbital_gap_ev": [7.86, 5.09], "spin_multiplicity": 5, "max_force_ha_per_bohr": 0.0114, "e_tot_ev": -92756.6322, "s2": 6.018, "e_lumo_ha": [-0.276, -0.379], "e_homo_ha": [-0.5649, -0.5659], "charge": 3, "species": ["Pd", "C", "C", "C", "C", "N", "C", "C", "C", "C", "C", "C", "C", "H", "H", "H", "H", "H", "H", "H", "H", "N", "S", "N", "S", "N", "S", "N", "C", "C", "C", "C", "C", "C", "C", "C", "C", "C", "C", "C", "C", "C", "C", "C", "C", "C", "C", "C", "C", "C", "C", "C", "C", "C", "C", "C", "C", "C", "C", "C", "C", "C", "C", "C", "H", "H", "H", "H", "H", "H", "H", "H", "H", "H", "H", "H", "H", "H", "H", "H", "H", "H", "H", "H", "H", "H", "H", "H", "H", "H", "H", "H", "H", "H"], "xyz": [[0.985, -1.467, -1.223], [-0.547, -5.367, -2.575], [0.533, -5.869, -3.292], [1.701, -5.134, -3.372], [1.783, -3.893, -2.750], [0.715, -3.416, -2.081], [-0.410, -4.135, -1.981], [3.005, -3.061, -2.738], [4.153, -3.389, -3.463], [5.290, -2.600, -3.375], [5.314, -1.476, -2.564], [4.180, -1.120, -1.835], [3.067, -1.913, -1.957], [-1.467, -5.923, -2.474], [0.468, -6.836, -3.774], [2.552, -5.529, -3.904], [-1.208, -3.695, -1.396], [4.172, -4.260, -4.103], [6.169, -2.870, -3.943], [6.211, -0.873, -2.499], [4.195, -0.240, -1.202], [1.121, -1.996, 0.799], [0.524, -0.893, 1.746], [0.068, 0.325, 0.882], [-0.295, 1.830, 0.681], [-0.681, 2.099, -0.780], [-0.877, 0.989, -1.958], [0.269, 0.065, -2.284], [-1.193, 2.039, -3.334], [-2.462, 2.126, -3.886], [-2.639, 2.946, -4.990], [-1.564, 3.649, -5.517], [-0.298, 3.541, -4.948], [-0.100, 2.729, -3.847], [-2.390, 0.149, -1.562], [-3.346, 0.738, -0.743], [-4.530, 0.056, -0.506], [-4.746, -1.188, -1.092], [-3.785, -1.756, -1.920], [-2.596, -1.085, -2.166], [1.121, 2.800, 1.042], [1.122, 3.737, 2.063], [2.293, 4.444, 2.301], [3.420, 4.203, 1.528], [3.394, 3.260, 0.502], [2.237, 2.551, 0.244], [-1.594, 2.377, 1.729], [-2.205, 3.575, 1.357], [-3.211, 4.080, 2.163], [-3.594, 3.394, 3.311], [-2.976, 2.201, 3.663], [-1.963, 1.681, 2.871], [1.772, -0.472, 2.906], [1.614, 0.664, 3.696], [2.605, 0.972, 4.608], [3.728, 0.154, 4.721], [3.865, -0.977, 3.927], [2.880, -1.307, 3.009], [-0.839, -1.647, 2.541], [-2.029, -1.747, 1.820], [-3.092, -2.403, 2.413], [-2.956, -2.944, 3.689], [-1.756, -2.837, 4.386], [-0.676, -2.189, 3.812], [-3.296, 1.568, -3.484], [-3.618, 3.027, -5.441], [-1.710, 4.283, -6.381], [0.535, 4.086, -5.369], [0.881, 2.623, -3.403], [-3.182, 1.719, -0.317], [-5.293, 0.504, 0.116], [-5.681, -1.706, -0.921], [-3.974, -2.709, -2.397], [-1.852, -1.488, -2.842], [0.238, 3.923, 2.658], [2.317, 5.190, 3.084], [4.326, 4.764, 1.715], [4.274, 3.096, -0.105], [2.189, 1.837, -0.571], [-1.900, 4.098, 0.459], [-3.696, 5.009, 1.896], [-4.381, 3.795, 3.936], [-3.281, 1.671, 4.555], [-1.497, 0.747, 3.146], [0.738, 1.293, 3.619], [2.503, 1.844, 5.240], [4.498, 0.400, 5.440], [4.736, -1.611, 4.025], [2.965, -2.190, 2.391], [-2.123, -1.317, 0.830], [-4.029, -2.495, 1.881], [-3.793, -3.456, 4.145], [-1.660, -3.263, 5.375], [0.264, -2.107, 4.342]]}


Entry 2:
{"formula": "C47H38NO2Os", "method": "ωB97M-V/def2-TZVPD", "orbital_gap_ev": 7.33, "max_force_ha_per_bohr": 0.0030, "e_tot_ev": -57401.8601, "e_lumo_ha": -0.121, "e_homo_ha": -0.3899, "charge": 1, "species": ["Os", "O", "C", "C", "C", "C", "C", "C", "C", "C", "C", "O", "C", "C", "C", "C", "C", "C", "C", "C", "C", "C", "C", "C", "N", "C", "C", "C", "C", "C", "C", "C", "C", "C", "C", "C", "C", "H", "H", "H", "H", "H", "H", "H", "H", "H", "H", "H", "H", "H", "H", "H", "H", "H", "H", "H", "H", "H", "H", "H", "H", "H", "H", "H", "C", "C", "C", "C", "C", "C", "C", "C", "C", "C", "C", "C", "C", "C", "H", "H", "H", "H", "H", "H", "H", "H", "H", "H", "H"], "xyz": [[0.043, -0.254, 0.549], [-1.214, 0.483, 1.741], [-2.612, 0.736, 1.541], [-2.756, 1.505, 0.228], [-2.373, 0.752, -1.006], [-3.149, 0.866, -2.151], [-2.770, 0.231, -3.315], [-1.587, -0.486, -3.323], [-0.832, -0.555, -2.170], [0.457, -1.331, -2.126], [2.506, -1.223, -0.618], [1.969, -1.263, 0.501], [2.460, 1.397, -0.059], [2.334, 1.759, 1.280], [3.396, 2.324, 1.972], [4.605, 2.539, 1.327], [4.739, 2.198, -0.011], [3.672, 1.638, -0.699], [3.843, -1.770, -0.826], [4.575, -2.185, 0.288], [5.848, -2.695, 0.123], [6.392, -2.803, -1.153], [5.666, -2.397, -2.265], [4.395, -1.875, -2.103], [-1.248, 0.016, -1.017], [-3.055, 1.650, 2.680], [-2.274, 2.770, 2.965], [-2.639, 3.648, 3.970], [-3.796, 3.419, 4.706], [-4.574, 2.309, 4.431], [-4.205, 1.424, 3.423], [-3.350, -0.594, 1.544], [-2.960, -1.576, 2.452], [-3.614, -2.797, 2.499], [-4.677, -3.054, 1.643], [-5.090, -2.073, 0.755], [-4.433, -0.850, 0.710], [-2.117, 2.389, 0.297], [-3.775, 1.877, 0.120], [-4.049, 1.463, -2.109], [-3.377, 0.307, -4.208], [-1.230, -0.973, -4.220], [0.680, -1.651, -3.146], [-0.694, -3.080, -1.881], [1.389, 1.615, 1.805], [3.277, 2.596, 3.012], [5.436, 2.978, 1.863], [5.675, 2.374, -0.524], [3.788, 1.397, -1.750], [4.136, -2.094, 1.273], [6.422, -3.009, 0.984], [7.389, -3.204, -1.280], [6.094, -2.486, -3.255], [3.832, -1.563, -2.973], [-1.358, 2.942, 2.413], [-2.020, 4.509, 4.184], [-4.084, 4.104, 5.492], [-5.473, 2.120, 5.003], [-4.821, 0.557, 3.223], [-2.145, -1.373, 3.135], [-3.299, -3.549, 3.211], [-5.188, -4.007, 1.678], [-5.928, -2.256, 0.095], [-4.786, -0.096, 0.019], [0.921, -4.101, 1.045], [1.581, -4.321, -0.239], [1.244, -3.617, -1.316], [0.122, -2.618, -1.310], [-0.436, -2.256, 0.083], [-0.006, -3.152, 1.187], [1.696, -0.474, -1.643], [1.283, 0.783, -0.817], [0.670, 1.906, -1.633], [0.646, 1.924, -3.024], [0.109, 3.003, -3.718], [-0.415, 4.085, -3.032], [-0.383, 4.090, -1.643], [0.160, 3.018, -0.958], [1.196, -4.728, 1.884], [2.363, -5.068, -0.301], [1.738, -3.795, -2.266], [-1.528, -2.225, 0.055], [-0.492, -3.012, 2.147], [2.298, -0.210, -2.513], [1.051, 1.097, -3.595], [0.107, 2.994, -4.800], [-0.832, 4.925, -3.572], [-0.771, 4.938, -1.093], [0.208, 3.047, 0.125]]}


Entry 3:
{"formula": "C47H39AsClIN3OPTi", "method": "ωB97M-V/def2-TZVPD", "orbital_gap_ev": [7.07, 7.25], "spin_multiplicity": 2, "max_force_ha_per_bohr": 0.0197, "e_tot_ev": -169753.1276, "s2": 0.755, "e_lumo_ha": [-0.119, -0.120], "e_homo_ha": [-0.3793, -0.3863], "charge": 1, "species": ["Ti", "Cl", "C", "C", "C", "I", "C", "O", "C", "N", "C", "C", "C", "C", "H", "H", "H", "H", "C", "N", "C", "C", "C", "C", "C", "N", "C", "C", "C", "C", "C", "C", "H", "H", "H", "H", "H", "H", "H", "H", "H", "H", "H", "C", "C", "As", "C", "C", "C", "C", "C", "C", "C", "C", "C", "C", "C", "C", "P", "C", "C", "C", "C", "C", "C", "C", "C", "C", "C", "C", "C", "H", "H", "H", "H", "H", "H", "H", "H", "H", "H", "H", "H", "H", "H", "H", "H", "H", "H", "H", "H", "H", "H", "H", "H"], "xyz": [[-0.397, -0.277, 0.413], [6.208, 0.776, 1.823], [4.492, 0.542, 1.908], [3.887, 0.410, 3.112], [2.485, 0.204, 3.213], [1.638, -0.042, 5.072], [1.705, 0.146, 2.096], [0.390, -0.098, 2.097], [2.342, 0.306, 0.828], [1.525, 0.234, -0.292], [2.083, 0.317, -1.479], [3.460, 0.491, -1.674], [4.271, 0.581, -0.584], [3.728, 0.486, 0.712], [4.484, 0.451, 4.013], [1.419, 0.257, -2.327], [3.851, 0.556, -2.680], [5.338, 0.721, -0.703], [-1.689, -3.069, 0.778], [-1.886, -1.611, 0.739], [-2.788, -1.019, 1.464], [-2.794, 0.398, 1.560], [-3.629, 1.283, 2.221], [-3.100, 2.561, 2.007], [-1.959, 2.397, 1.229], [-1.758, 1.099, 0.929], [-0.455, -3.372, 1.599], [-0.578, -3.809, 2.911], [0.542, -3.959, 3.720], [1.806, -3.664, 3.227], [1.942, -3.234, 1.917], [0.824, -3.087, 1.111], [-1.561, -3.412, -0.251], [-2.574, -3.557, 1.188], [-3.537, -1.616, 1.983], [-4.503, 1.023, 2.799], [-3.490, 3.498, 2.373], [-1.282, 3.160, 0.875], [-1.562, -4.030, 3.309], [0.428, -4.301, 4.741], [2.679, -3.772, 3.858], [2.927, -3.021, 1.518], [0.958, -2.800, 0.069], [-0.455, -0.202, -3.775], [-1.270, -0.327, -5.047], [-0.117, 0.150, -6.566], [-1.511, 0.381, -7.908], [-1.230, 1.186, -9.012], [-2.179, 1.371, -10.006], [-3.418, 0.744, -9.913], [-3.699, -0.067, -8.825], [-2.749, -0.249, -7.824], [0.114, 2.014, -6.045], [1.407, 2.478, -5.824], [1.632, 3.809, -5.479], [0.561, 4.684, -5.368], [-0.735, 4.227, -5.593], [-0.960, 2.899, -5.925], [-1.397, -0.261, -2.199], [-2.408, 1.235, -2.383], [-3.696, 1.300, -2.903], [-4.318, 2.533, -3.076], [-3.655, 3.705, -2.747], [-2.358, 3.650, -2.250], [-1.747, 2.423, -2.068], [-2.469, -1.725, -2.387], [-3.777, -1.795, -1.911], [-4.501, -2.976, -2.002], [-3.926, -4.108, -2.561], [-2.614, -4.059, -3.014], [-1.892, -2.877, -2.922], [0.039, 0.777, -3.750], [0.334, -0.961, -3.736], [-2.138, 0.339, -5.038], [-1.632, -1.343, -5.202], [-0.270, 1.683, -9.097], [-1.952, 2.003, -10.855], [-4.157, 0.885, -10.691], [-4.659, -0.562, -8.749], [-2.990, -0.890, -6.986], [2.249, 1.804, -5.932], [2.643, 4.164, -5.318], [0.734, 5.723, -5.119], [-1.571, 4.912, -5.519], [-1.973, 2.559, -6.119], [-4.224, 0.404, -3.194], [-5.324, 2.570, -3.473], [-4.143, 4.662, -2.885], [-1.825, 4.561, -2.006], [-0.741, 2.392, -1.658], [-4.232, -0.936, -1.434], [-5.519, -3.010, -1.632], [-4.496, -5.025, -2.641], [-2.151, -4.940, -3.440], [-0.868, -2.864, -3.278]]}


Entry 4:
{"formula": "C47H39Cl5N5O4PZr", "method": "ωB97M-V/def2-TZVPD", "orbital_gap_ev": 7.03, "max_force_ha_per_bohr": 0.0339, "e_tot_ev": -138191.3237, "e_lumo_ha": -0.016, "e_homo_ha": -0.2749, "charge": 0, "species": ["Zr", "C", "C", "C", "C", "C", "C", "C", "P", "C", "C", "C", "C", "C", "C", "C", "C", "C", "C", "C", "C", "C", "C", "H", "H", "H", "H", "H", "H", "H", "H", "H", "H", "H", "H", "H", "H", "H", "H", "H", "H", "H", "H", "Cl", "C", "C", "C", "Cl", "C", "Cl", "C", "Cl", "C", "Cl", "C", "C", "N", "O", "C", "C", "N", "O", "H", "H", "H", "H", "H", "H", "H", "C", "O", "C", "C", "C", "C", "C", "C", "N", "N", "C", "C", "C", "C", "O", "C", "N", "C", "C", "C", "C", "H", "H", "H", "H", "H", "H", "H", "H", "H", "H", "H", "H"], "xyz": [[1.722, 0.678, -0.355], [-2.298, 0.939, 3.616], [-1.835, 2.329, 3.949], [-2.266, 2.943, 5.118], [-1.812, 4.204, 5.475], [-0.898, 4.853, 4.663], [-0.475, 4.262, 3.482], [-0.959, 3.014, 3.092], [-0.432, 2.199, 1.515], [-2.066, 2.175, 0.611], [-2.803, 3.366, 0.700], [-3.911, 3.622, -0.080], [-4.273, 2.687, -1.034], [-3.612, 1.476, -1.079], [-2.562, 1.135, -0.212], [-1.677, -0.783, -1.659], [0.493, 3.633, 0.791], [-0.016, 4.832, 0.296], [0.821, 5.817, -0.197], [2.197, 5.617, -0.193], [2.722, 4.445, 0.305], [1.897, 3.423, 0.807], [2.452, 2.144, 1.264], [-2.791, 0.474, 4.469], [-1.438, 0.329, 3.328], [-3.000, 0.955, 2.779], [-2.956, 2.416, 5.767], [-2.161, 4.667, 6.389], [-0.513, 5.825, 4.944], [0.232, 4.785, 2.854], [-2.496, 4.101, 1.430], [-4.464, 4.545, 0.036], [-5.089, 2.879, -1.718], [-3.948, 0.763, -1.821], [-2.535, -0.871, -2.328], [-1.197, -1.763, -1.592], [-1.158, 1.057, -2.328], [-1.080, 5.010, 0.250], [0.401, 6.735, -0.588], [2.857, 6.383, -0.583], [3.796, 4.292, 0.308], [2.061, 1.844, 2.238], [3.541, 2.172, 1.322], [4.441, 1.038, -1.328], [3.549, 2.247, -2.208], [2.200, 2.291, -1.895], [1.463, 3.227, -2.621], [-0.256, 3.238, -2.440], [2.040, 4.110, -3.527], [1.080, 5.271, -4.355], [3.410, 4.031, -3.781], [4.140, 5.083, -4.927], [4.177, 3.070, -3.130], [5.854, 2.903, -3.472], [-1.728, -1.897, 1.865], [-1.265, -0.884, 0.852], [-0.059, -0.482, 0.860], [0.676, -0.908, 1.968], [-2.216, -0.385, -0.236], [-3.545, -1.159, -0.078], [-0.778, 0.117, -2.326], [0.455, 0.173, -1.687], [-0.985, -1.999, 2.649], [-1.823, -2.862, 1.363], [-2.684, -1.644, 2.313], [1.602, -0.609, 1.771], [-4.072, -0.877, 0.833], [-3.361, -2.233, -0.069], [-4.211, -0.958, -0.911], [-3.626, -5.694, -2.020], [-2.804, -5.105, -1.031], [-1.508, -5.495, -0.972], [-0.755, -4.960, 0.074], [0.584, -5.258, 0.199], [1.195, -6.148, -0.693], [0.425, -6.718, -1.701], [-0.907, -6.377, -1.865], [2.506, -6.640, -0.514], [3.428, -5.939, -0.085], [3.307, -4.551, 0.107], [3.745, -4.010, 1.297], [3.627, -2.642, 1.569], [3.146, -1.772, 0.615], [2.941, -0.474, 0.829], [2.842, -2.289, -0.676], [2.548, -1.366, -1.627], [2.299, -1.779, -2.846], [2.310, -3.137, -3.203], [2.610, -4.080, -2.257], [2.896, -3.676, -0.937], [-4.626, -5.305, -1.848], [-3.641, -6.783, -1.928], [-3.301, -5.418, -3.026], [-1.253, -4.315, 0.786], [1.151, -4.842, 1.021], [0.892, -7.425, -2.375], [-1.471, -6.815, -2.677], [4.120, -4.682, 2.059], [3.914, -2.251, 2.537], [2.083, -1.011, -3.579], [2.089, -3.427, -4.220], [2.659, -5.127, -2.527]]}